{
  "formula": "C4H12",
  "method": "ωB97M-V with the def2-TZVPD basis set",
  "symbols": ["C", "C", "H", "H", "H", "H", "H", "H", "C", "C", "H", "H", "H", "H", "H", "H"],
  "xyz": [[-2.69620, 0.58000, -0.97845], [-1.22709, 1.24780, -1.04936], [-3.20130, 0.33811, -1.97850], [-2.39652, -0.26432, -0.47283], [-3.32026, 1.14518, -0.18586], [-1.15770, 2.28584, -1.01661], [-0.83365, 0.96904, -2.08242], [-0.64811, 0.68059, -0.23583], [2.50651, -0.40676, 0.98478], [1.32572, -1.39578, 1.06562], [2.79294, -0.00303, 1.94771], [3.35258, -0.82439, 0.47474], [2.25287, 0.47675, 0.25452], [0.44817, -0.89848, 0.95192], [1.32567, -1.79420, 2.00479], [1.47635, -2.13636, 0.31580]],
  "atomic_forces_ev_per_a": [[0.16, 3.00, -0.01], [-0.57, -3.64, -1.30], [0.66, 0.68, 1.68], [-0.26, -2.59, 0.71], [0.52, -0.74, -1.76], [-0.06, 1.74, 0.55], [-0.03, 0.15, 1.44], [-0.40, 1.42, -1.32], [-1.07, 1.84, -1.94], [3.17, 0.86, -1.23], [0.08, 0.13, 0.06], [0.64, -0.52, 0.18], [0.25, -1.34, 1.56], [-2.71, 1.30, -0.57], [-0.06, -1.56, 2.43], [-0.31, -0.74, -0.49]],
  "e_lumo_ev": 1.15,
  "smiles": "CC.CC",
  "spin_multiplicity": 1
}

=====

{
  "formula": "C4H6N4",
  "method": "ωB97M-V with the def2-TZVPD basis set",
  "symbols": ["H", "N", "C", "C", "N", "C", "C", "N", "N", "H", "H", "H", "H", "H"],
  "xyz": [[3.29432, -0.00641, -1.38001], [3.08196, -0.84833, -0.71943], [1.83954, -0.68222, -0.20928], [1.15859, -1.64721, 0.71647], [-0.01028, -1.09804, 1.00805], [-0.16589, 0.03983, 0.22243], [-1.58409, 0.51850, 0.29564], [-2.00021, 1.34432, -0.76823], [0.84323, 0.43917, -0.57967], [1.59172, -2.12806, 1.50642], [-1.87212, 0.92178, 1.29247], [-2.09828, -0.55309, 0.42172], [-1.13514, 1.71790, -1.14985], [-2.94336, 1.98186, -0.65672]],
  "atomic_forces_ev_per_a": [[-0.60, -1.65, 1.49], [-4.20, 2.27, 0.75], [3.17, 0.57, -3.46], [-2.67, 5.16, -0.35], [2.23, -1.96, 0.25], [0.97, 1.30, -2.39], [-1.45, -2.07, 1.58], [-2.36, 1.51, -0.54], [-0.75, -3.35, 3.23], [1.34, -2.47, 1.15], [0.83, -0.08, -0.16], [0.47, 1.95, -0.86], [-0.93, 0.88, -0.45], [3.96, -2.06, -0.24]],
  "e_lumo_ev": -1.49,
  "smiles": "[H]/N=C1/C=NC(CN)=N1",
  "spin_multiplicity": 1
}

=====

{
  "formula": "ClMn2O4",
  "method": "ωB97M-V with the def2-TZVPD basis set",
  "symbols": ["Mn", "Mn", "Cl", "O", "O", "O", "O"],
  "xyz": [[-2.12580, 0.66774, -2.77582], [3.01109, -1.96249, 1.29856], [-0.12935, 0.19482, 0.29417], [1.20858, -0.31507, 0.36841], [-0.15987, 1.62259, 0.61637], [-0.62499, 0.21303, -1.02482], [-1.17966, -0.42062, 1.22314]],
  "atomic_forces_ev_per_a": [[1.15, -0.22, 1.74], [-1.14, 1.03, -0.31], [-6.46, 5.76, 8.64], [2.70, -2.46, 0.03], [1.65, -2.19, -0.11], [-1.91, -1.81, -6.87], [4.01, -0.11, -3.12]],
  "e_lumo_ev": [-15.79, -15.60],
  "spin_multiplicity": 11,
  "charge": 3
}